No. 1
A structure of composition C14H36CuN2O6 at a distorted geometry. Source: the Open Molecules 2025 dataset; level of theory: the ωB97M-V functional and the def2-TZVPD basis.

Computed properties:
relative energy (zero: lowest compared OMol25 entry of this formula, charge and spin): 0.00 kcal per mole
HOMO level: -0.86 eV
Kohn-Sham gap: 3.7 eV
DFT total energy: -74996.788 eV
total charge: -1

Each line ends with the natural charge from an NBO analysis.
Positions of all 59 atoms, in Å:
Cu  0.03242  0.06422  0.66450  0.9557
C  -1.62012  -1.91199  1.57404  -0.2501
O  -0.47100  -1.12287  1.97629  -0.9893
H  -2.02636  -2.62432  2.29213  0.1033
H  -2.55654  -1.39253  1.37062  0.1132
H  -1.33580  -2.45260  0.67127  0.0921
C  1.27317  1.74289  2.03142  -0.2357
O  0.53147  0.65085  2.42372  -0.9587
H  2.18974  1.47921  1.50371  0.0968
H  0.71778  2.48156  1.45351  0.0796
H  1.58043  2.37469  2.86480  0.0888
C  -0.35575  0.67377  -3.82902  -0.2635
O  -0.71421  1.58044  -2.73699  -0.5501
C  0.36893  2.12449  -2.05075  -0.0464
C  -0.19588  2.86314  -0.80949  -0.2258
N  -0.90214  1.95305  0.07690  -0.6715
C  -1.59502  2.47139  1.27549  -0.2292
C  -2.46782  1.47663  2.09290  -0.0844
O  -3.44423  0.82129  1.31822  -0.5794
C  -4.36805  -0.01823  2.01048  -0.2513
H  -1.12963  0.24818  -4.46785  0.1940
H  0.18772  -0.21617  -3.51161  0.1694
H  0.40128  1.08183  -4.49871  0.1587
H  0.92447  2.74967  -2.74976  0.1506
H  0.95431  1.25460  -1.75289  0.1666
H  -0.79340  3.64764  -1.27385  0.1572
H  0.62770  3.29953  -0.24435  0.2111
H  -1.68151  1.60413  -0.46248  0.3818
H  -2.28058  3.26121  0.96844  0.1429
H  -0.77906  2.84710  1.89287  0.2311
H  -3.04256  2.00062  2.85657  0.1382
H  -1.80530  0.82947  2.66767  0.2621
H  -3.93761  -0.58631  2.83516  0.1950
H  -4.72082  -0.72421  1.25864  0.1814
H  -5.22724  0.58987  2.29354  0.1557
C  -2.56459  -0.76109  -1.32578  -0.2455
O  -1.22168  -0.45711  -1.08211  -0.5821
C  -0.24445  -1.49776  -1.49812  -0.0833
C  1.06888  -0.87326  -1.31008  -0.2535
N  1.41726  -0.76297  0.06500  -0.6868
C  2.81070  -0.33456  0.27827  -0.2258
C  3.88923  -1.38536  -0.08212  -0.0876
O  3.59547  -2.45557  0.77270  -0.5340
C  4.55269  -3.45514  0.73971  -0.2383
H  -2.79371  -0.70665  -2.39004  0.1392
H  -3.21269  -0.08818  -0.76431  0.2184
H  -2.68898  -1.81611  -1.08174  0.1719
H  -0.25533  -1.80546  -2.54374  0.1656
H  -0.41150  -2.37845  -0.87797  0.2035
H  1.09539  0.08414  -1.83044  0.1913
H  1.83896  -1.46644  -1.80324  0.1372
H  1.37599  -1.73017  0.35296  0.3891
H  2.99570  -0.13662  1.33406  0.2387
H  3.07946  0.54805  -0.30214  0.1855
H  4.84193  -0.91810  0.16715  0.1549
H  3.99469  -1.63823  -1.13713  0.1517
H  5.51687  -2.96884  0.59149  0.1529
H  4.47168  -4.24789  -0.00399  0.1577
H  4.50934  -3.87036  1.74659  0.1898

Atomic forces in eV per Å
Cu -3.2 3.6 0.4
C 1.8 0.9 0.7
O -5.0 -5.3 0.8
H 0.5 -0.8 0.7
H 0.2 0.8 -0.6
H -0.5 -0.7 -0.3
C -0.3 -0.3 1.6
O 2.2 3.9 1.7
H 0.3 0.5 -0.4
H 0.4 0.1 -0.6
H 0.7 0.5 1.0
C 1.3 0.2 0.7
O -1.6 -1.3 -2.7
C -0.1 -0.4 0.9
C 0.7 -0.1 -0.6
N -1.7 -0.8 -0.3
C -0.3 0.3 -0.1
C 0.8 0.2 0.7
O -0.1 -0.6 -0.8
C 0.4 0.7 -0.9
H -0.8 0.8 0.6
H -0.2 0.1 0.6
H -0.1 0.9 -0.2
H 0.3 0.5 0.2
H 0.4 2.0 0.4
H -0.5 0.5 0.4
H 0.1 0.2 -0.2
H 0.2 -0.5 -0.4
H 0.0 0.6 0.0
H -0.8 0.2 0.5
H 0.2 0.9 0.2
H 0.2 -0.7 -0.5
H 0.1 0.2 0.1
H 0.0 -0.2 0.1
H -0.1 0.0 0.5
C 0.2 -1.0 -0.6
O 0.9 -1.6 -1.5
C -1.8 0.9 0.4
C 1.8 -0.3 -1.0
N 4.9 -1.8 -1.9
C 0.9 -0.8 -0.7
C -1.0 1.0 0.6
O -0.3 -0.2 -0.9
C 0.8 0.1 1.1
H -0.1 0.4 -0.4
H 0.2 -0.2 0.1
H -0.7 -0.1 0.5
H -0.9 0.1 -0.3
H 0.1 -0.1 0.0
H 0.2 -1.5 0.4
H 0.2 -0.7 -0.8
H -0.1 -0.3 1.2
H -0.4 0.0 -0.1
H -0.5 0.3 0.0
H 0.4 0.0 0.3
H -0.5 -0.4 -0.3
H 0.5 -0.2 0.1
H -0.5 0.0 -0.3
H 0.3 -0.5 -0.1

=====

No. 2
A cluster of 9 separate species, C9H35NO9 in total at a distorted geometry. Source: the Open Molecules 2025 dataset; level of theory: the ωB97M-V functional and the def2-TZVPD basis.

Computed properties:
relative energy (zero: lowest compared OMol25 entry of this formula, charge and spin): 30.65 kcal per mole
HOMO level: -8.68 eV
structure (SMILES): CC1(C)CCCC(C)(C)N1O.O.O.O.O.O.O.O.O
Kohn-Sham gap: 8.6 eV
DFT total energy: -29816.544 eV

Each line ends with the natural charge from an NBO analysis.
Positions of all 54 atoms, in Å:
C  0.56189  4.84851  1.94016  -0.6178
C  1.18936  4.20571  0.60965  0.1588
C  2.05064  2.98206  1.09277  -0.4099
C  2.54903  2.19091  -0.04050  -0.4062
C  1.39128  1.73690  -0.93360  -0.3980
C  0.41107  2.88828  -1.44274  0.1318
N  0.11077  3.75507  -0.34725  -0.2045
O  -0.66493  4.79713  -0.78543  -0.5414
C  1.11526  3.50908  -2.73828  -0.6618
C  -0.88469  2.22972  -1.90542  -0.6121
C  2.24043  5.26370  0.01527  -0.6603
H  -0.09025  4.22046  2.54710  0.2158
H  0.01051  5.71949  1.58597  0.2185
H  1.31977  5.18339  2.64838  0.2069
H  2.90753  3.38220  1.63474  0.2071
H  1.46255  2.43613  1.83047  0.2061
H  3.14010  1.35643  0.33681  0.2140
H  3.24453  2.79383  -0.62435  0.1949
H  0.74084  1.07985  -0.35629  0.1995
H  1.83160  1.15549  -1.74365  0.2153
H  2.07310  3.93703  -2.44244  0.2007
H  1.19059  2.74915  -3.51604  0.2255
H  0.59537  4.35142  -3.19467  0.2067
H  -0.69395  1.44528  -2.63779  0.2072
H  -1.31624  1.66301  -1.08037  0.2068
H  -1.64702  2.92165  -2.26344  0.2268
H  2.86388  4.82771  -0.76533  0.2054
H  2.91452  5.61666  0.79572  0.2258
H  1.70128  6.05524  -0.50520  0.1971
H  0.04950  5.25775  -1.23152  0.4411
O  -1.76651  -5.14852  3.49388  -0.9497
H  -1.76306  -4.24736  3.81657  0.4809
H  -1.07403  -5.58405  3.99089  0.4687
O  -0.69297  -3.96828  -0.14032  -0.9490
H  -1.17087  -4.44247  0.54010  0.4765
H  -0.04018  -3.45642  0.33727  0.4724
O  2.28177  -3.30694  2.37907  -0.9509
H  3.14652  -3.40490  1.98051  0.4792
H  2.39374  -3.62225  3.27588  0.4721
O  1.25936  -6.08577  -2.53806  -0.9509
H  0.60254  -6.71077  -2.84498  0.4741
H  0.75818  -5.42875  -2.05497  0.4764
O  -0.88900  -1.76402  3.64793  -0.9494
H  -1.06370  -0.99381  3.10711  0.4748
H  -0.18923  -2.22701  3.18728  0.4748
O  -2.47925  -7.39906  -3.30366  -0.9487
H  -2.59314  -7.03363  -2.42632  0.4811
H  -3.16010  -6.97869  -3.82897  0.4666
O  -3.99856  -6.06756  -0.46765  -0.9495
H  -3.62966  -5.85188  0.38887  0.4747
H  -4.06879  -5.22563  -0.91760  0.4756
O  -4.61110  -2.13010  0.37166  -0.9385
H  -4.24926  -1.26760  0.57512  0.4695
H  -5.37102  -2.21351  0.94769  0.4693

Atomic forces in eV per Å
C 0.1 0.1 -1.7
C 1.1 0.1 1.3
C -0.9 1.7 0.5
C -0.1 -0.6 -0.9
C -0.5 0.4 0.3
C 1.8 -1.5 -1.8
N 1.2 -1.3 2.8
O 0.2 1.1 -0.2
C -0.4 0.5 1.2
C -0.2 -0.7 0.4
C -1.2 -1.0 -0.3
H -0.2 -0.4 -0.6
H -0.2 0.1 0.4
H 0.4 0.1 -0.4
H -0.1 0.2 0.2
H -0.1 -0.4 -0.2
H -0.1 -0.3 -0.2
H 0.1 0.0 -0.1
H 0.1 -0.3 0.1
H -0.5 0.1 -0.3
H 0.3 -0.4 -0.3
H 0.3 0.0 0.2
H -0.5 0.0 0.1
H 0.2 0.3 -0.4
H -0.1 0.2 0.3
H 0.3 0.1 -0.1
H 0.0 -0.2 0.2
H -0.4 0.3 0.0
H 0.1 0.5 0.4
H -0.6 1.4 -0.8
O -0.1 -0.1 -0.3
H -0.1 0.4 0.1
H 0.1 -0.2 0.1
O 0.0 0.0 -0.4
H -0.1 -0.2 0.3
H 0.3 0.1 0.1
O -0.4 0.1 0.0
H 0.2 0.0 -0.2
H 0.0 -0.1 0.2
O 0.3 0.0 0.0
H -0.2 -0.2 -0.1
H -0.2 0.2 0.2
O -0.2 -0.2 0.3
H -0.1 0.2 -0.1
H 0.3 -0.1 -0.2
O 0.3 -0.1 -0.2
H -0.2 0.1 0.4
H -0.1 0.1 -0.1
O 0.1 -0.3 -0.3
H 0.1 0.0 0.3
H -0.1 0.3 -0.1
O 0.1 -0.2 -0.1
H 0.1 0.2 0.0
H -0.2 -0.1 0.1

=====

No. 3
A structure of composition C36H33N5O5PtTe at a distorted geometry. Source: the Open Molecules 2025 dataset; level of theory: the ωB97M-V functional and the def2-TZVPD basis.

Computed properties:
relative energy (zero: lowest compared OMol25 entry of this formula, charge and spin): 46.93 kcal per mole
HOMO level (alpha / beta): -13.28 / -13.04 eV
Kohn-Sham gap (alpha / beta): 5.3 / 5.1 eV
DFT total energy: -66078.924 eV
total charge: +2

Each line ends with the Löwdin charge.
Positions of all 81 atoms, in Å:
Pt  0.34526  1.07080  1.69660  0.8249
C  -0.84244  -0.92456  -8.50515  0.0101
O  -2.26656  -0.82947  -8.29181  0.0178
C  -2.75295  -0.27625  -7.22460  -0.2201
C  -4.17361  -0.23334  -7.15319  0.0528
C  -4.78304  0.33649  -6.08949  0.0534
C  -3.99491  0.85094  -5.01167  -0.2369
C  -2.56428  0.82204  -5.09815  0.0496
C  -1.95468  0.27877  -6.18104  0.0371
N  -4.64274  1.43635  -4.01879  0.1636
N  -4.18251  1.82861  -2.93553  0.1433
C  -3.53804  1.27918  -1.95894  -0.1662
C  -3.59552  -0.15653  -1.72972  0.0384
C  -2.91044  -0.72484  -0.73023  0.0648
C  -2.04983  0.07102  0.14585  -0.2960
O  -1.35019  -0.45198  0.99721  0.0170
C  -2.06648  1.55429  -0.02113  -0.1320
N  -1.30357  2.27663  0.81982  -0.0044
C  -1.33154  3.60243  0.73953  -0.0668
C  -2.11113  4.27504  -0.19785  0.0163
C  -2.86081  3.54482  -1.08956  0.0460
C  -2.84210  2.14908  -1.00755  -0.0692
H  -0.72764  -1.45508  -9.44280  0.1108
H  -0.37236  -1.48940  -7.70162  0.1079
H  -0.40357  0.06875  -8.58504  0.1113
H  -4.73460  -0.65461  -7.97595  0.1444
H  -5.86126  0.38798  -6.01857  0.1401
H  -1.97214  1.27196  -4.31133  0.1298
H  -0.87737  0.27424  -6.25096  0.1232
H  -4.21919  -0.75887  -2.37833  0.1325
H  -2.95642  -1.79123  -0.55374  0.1414
H  -0.71150  4.14677  1.43865  0.1340
H  -2.10633  5.35516  -0.22186  0.1306
H  -3.46746  4.03192  -1.84221  0.1325
C  3.14496  -1.59076  -2.00745  -0.0699
C  4.22368  -1.74565  -0.93910  -0.1549
C  4.30252  -0.56579  0.05504  -0.3055
C  5.46935  -0.79559  1.03571  -0.1591
C  5.54440  0.24529  2.14825  -0.0568
C  4.58680  0.69059  -0.74463  -0.4057
O  5.60537  0.85310  -1.36108  0.1455
N  3.59257  1.66201  -0.77295  0.2280
C  2.41635  1.62179  -0.07834  -0.5497
O  1.60884  2.54175  -0.13293  0.0043
N  2.14305  0.50799  0.68602  0.0198
C  3.00320  -0.53236  0.84521  -0.4907
O  2.73514  -1.46252  1.59191  -0.0447
H  3.11107  -2.48679  -2.62609  0.0805
H  3.35154  -0.74295  -2.66396  0.0791
H  2.15607  -1.45582  -1.56014  0.0728
H  5.20319  -1.83016  -1.41058  0.1322
H  4.04574  -2.65043  -0.35769  0.1260
H  6.38585  -0.77102  0.44606  0.1282
H  5.36407  -1.79475  1.45731  0.1265
H  5.61861  1.25829  1.74549  0.0858
H  6.42706  0.07269  2.76168  0.0864
H  4.67229  0.19398  2.80443  0.0624
H  3.79519  2.50527  -1.29364  0.1761
Te  1.23058  -0.31849  3.69132  1.6264
C  0.30848  0.51031  5.41889  -0.4942
C  -0.83103  1.30565  5.39880  -0.1487
C  -1.35384  1.76893  6.59785  -0.0673
C  -0.72430  1.46287  7.79626  -0.0566
C  0.42538  0.68592  7.80657  -0.0573
C  0.94860  0.20705  6.61274  -0.1379
C  -0.00670  -2.01304  3.58712  -0.4722
C  0.55397  -3.24075  3.26472  -0.1181
C  -0.26803  -4.35777  3.19597  -0.0601
C  -1.62805  -4.23933  3.44290  -0.0619
C  -2.17735  -3.00419  3.76508  -0.0676
C  -1.36639  -1.88328  3.84570  -0.1352
H  -1.31251  1.55938  4.46093  0.0827
H  -2.25273  2.37150  6.59420  0.1117
H  -1.12452  1.83846  8.72829  0.1153
H  0.92582  0.45661  8.73748  0.1164
H  1.84583  -0.40211  6.61906  0.0980
H  1.61550  -3.32784  3.07583  0.0982
H  0.15812  -5.32225  2.95432  0.1143
H  -2.26311  -5.11398  3.39499  0.1126
H  -3.23862  -2.91532  3.95750  0.1114
H  -1.79002  -0.92364  4.11410  0.0915

Atomic forces in eV per Å
Pt 2.6 -0.8 0.4
C 0.2 0.0 0.0
O 0.0 0.0 0.0
C -0.1 0.0 0.0
C -0.1 -0.1 -0.1
C 0.0 0.1 -0.1
C 0.4 0.6 0.1
C 0.0 -0.1 -0.1
C 0.1 0.0 0.1
N -1.4 -1.0 0.2
N 1.6 0.4 -0.1
C -0.8 0.3 -0.2
C 0.1 -0.4 0.1
C -0.2 0.0 -0.4
C 0.3 -0.3 0.5
O -1.0 -0.2 -0.5
C -0.1 0.5 -0.1
N -0.6 -0.1 -0.1
C 0.0 0.0 0.0
C 0.0 0.0 0.0
C -0.1 -0.1 -0.1
C 0.2 0.0 0.2
H 0.0 0.0 0.0
H -0.1 0.0 0.0
H -0.1 0.0 0.0
H 0.0 0.0 0.0
H 0.0 0.1 0.0
H 0.0 0.0 0.0
H 0.0 0.0 0.0
H 0.0 0.1 0.0
H 0.1 0.0 0.1
H 0.1 0.0 0.0
H 0.0 0.0 0.0
H 0.0 0.0 0.0
C 0.1 0.0 0.1
C -0.1 0.0 -0.1
C 0.0 0.0 0.0
C 0.0 0.1 0.1
C 0.0 -0.1 -0.1
C 0.0 0.0 0.0
O 0.0 0.0 0.0
N 0.1 0.0 0.0
C 0.1 -0.2 0.0
O -0.2 0.0 -0.1
N -1.1 1.2 0.8
C 0.0 -0.5 0.2
O -0.2 0.2 0.0
H 0.0 0.0 0.0
H 0.0 0.0 0.0
H 0.0 0.0 0.0
H 0.0 0.0 0.0
H 0.0 0.0 0.0
H 0.0 -0.1 0.0
H 0.0 0.0 0.0
H 0.0 0.0 0.0
H 0.0 0.0 0.0
H 0.0 0.0 0.0
H 0.0 0.0 0.0
Te 0.0 0.2 -0.1
C 0.0 0.1 -0.5
C 0.0 -0.1 0.0
C 0.0 0.0 -0.1
C 0.0 0.0 0.1
C 0.0 0.0 -0.1
C 0.0 0.0 0.0
C -0.1 0.1 0.0
C 0.1 0.0 0.0
C 0.0 0.0 0.0
C 0.0 0.0 0.0
C 0.0 0.0 0.0
C 0.0 -0.1 0.0
H 0.0 0.0 0.0
H 0.0 0.0 0.0
H 0.0 0.0 0.0
H 0.0 0.0 0.0
H 0.0 0.0 0.0
H 0.0 0.0 -0.1
H 0.0 0.0 0.0
H 0.0 0.0 0.0
H 0.0 0.0 0.0
H 0.0 0.0 0.0